# 1
C12H22F6N2O3S2SbTi | ωB97M-V/def2-TZVPD

The geometry in XYZ format:
```
49
Properties=species:S:1:pos:R:3:forces:R:3
Ti -1.18416 0.36457 -0.14449 0.29 0.25 -2.30
C 0.51462 -2.56782 3.96931 0.06 0.17 0.09
N -0.26394 -1.71379 3.07702 -0.13 -0.65 -0.39
C -1.71173 -1.77593 3.28464 -0.02 0.05 0.03
C 0.18330 -1.38342 1.86900 -0.04 0.58 0.28
O -0.62780 -1.06854 0.97387 0.27 -0.70 1.06
C 1.68258 -1.26839 1.62864 -0.04 0.06 0.08
O 1.95730 -0.40297 0.57382 0.19 -0.02 0.02
C 2.40930 0.89361 0.79680 -0.09 -0.03 0.05
C 1.26395 1.89216 0.91456 0.01 0.13 0.06
O 0.08853 1.48929 1.04549 0.35 -0.09 0.16
N 1.55156 3.18348 0.90633 -0.01 -0.07 -0.13
C 0.48496 4.18382 0.91364 -0.02 -0.01 0.00
C 2.92022 3.66212 0.74118 0.01 -0.02 0.03
H 0.23144 -2.35311 4.99746 0.01 0.00 0.00
H 1.57965 -2.39175 3.85887 0.00 -0.02 0.00
H 0.30518 -3.61665 3.75135 0.01 0.00 0.03
H -1.90343 -1.62813 4.34534 -0.01 -0.01 0.00
H -2.10105 -2.74776 2.97587 -0.01 0.01 -0.01
H -2.20084 -0.99367 2.71235 0.00 -0.01 0.02
H 2.05496 -2.25472 1.33689 -0.01 -0.01 0.07
H 2.17050 -0.95321 2.55644 0.04 0.02 -0.02
H 3.00718 1.14762 -0.08098 0.03 0.03 0.03
H 3.05244 0.97783 1.68366 -0.02 -0.02 0.00
H -0.47699 3.68589 0.87041 0.01 0.01 0.01
H 0.59281 4.82220 0.03787 -0.01 0.00 0.00
H 0.55291 4.78834 1.81837 0.00 0.01 -0.01
H 3.33358 3.35157 -0.21882 0.00 0.02 0.00
H 3.56476 3.30832 1.54593 0.01 -0.01 -0.01
H 2.90400 4.74731 0.77173 0.01 0.00 0.01
C -0.68061 -3.84434 -3.24608 0.00 -0.02 -0.02
C -0.03471 -2.65969 -2.59341 0.09 0.02 -0.10
S 0.87611 -2.82868 -1.10520 0.04 -0.23 -0.16
C -0.05046 -1.41130 -3.07476 -0.06 -0.16 -0.03
C -0.68122 -0.95500 -4.35416 -0.05 0.00 0.04
S 0.78988 -0.31585 -1.99445 -0.23 0.16 0.53
H -0.66186 -4.70995 -2.58547 -0.01 0.00 0.00
H -0.15898 -4.11606 -4.16828 0.00 0.00 0.01
H -1.71949 -3.62898 -3.50564 -0.01 0.00 -0.01
H -0.41619 -1.61944 -5.18064 -0.01 0.00 0.00
H -0.35953 0.05418 -4.60484 0.02 0.01 -0.02
H -1.77045 -0.92929 -4.27565 -0.02 0.01 0.00
F -2.15834 -0.64547 -1.22337 -0.14 0.07 0.30
Sb -3.75104 1.95354 -2.15716 -0.02 0.31 -0.35
F -5.42148 2.40827 -2.97990 0.14 -0.06 0.08
F -2.98308 1.42349 -3.80903 -0.06 0.02 0.11
F -3.11476 3.74533 -2.30431 -0.08 -0.14 0.07
F -1.09658 1.79932 -1.25041 -0.50 0.30 0.26
F -2.54299 0.90163 0.90019 -0.02 0.05 0.16
```
Forces are in eV/Å.

Results
gap between HOMO and LUMO (alpha / beta)	0.215 / 0.213	Eh
spin multiplicity	2
relative energy (zero: lowest compared OMol25 entry of this formula, charge and spin)	8.4	kcal per mole
total energy	-3291.210257	hartree
highest occupied orbital energy (alpha / beta)	-6.325 / -6.267	eV

Atomic partial charges in e from the Mulliken method, atoms 1 to 8:
1 Ti 1.367
2 C -0.989
3 N 0.138
4 C -0.971
5 C 1.032
6 O -0.289
7 C -1.476
8 O -0.106

# 2
C16H16BMnN6O4S | ωB97M-V/def2-TZVPD

The geometry in XYZ format:
```
45
Properties=species:S:1:pos:R:3:forces:R:3
Mn -0.20634 -0.90451 -0.12621 -0.30 -0.17 0.15
C -2.45201 2.90796 -0.45883 -0.04 0.06 0.04
C -1.48008 1.78005 -0.53679 0.11 0.06 -0.24
N -1.36007 0.86549 0.35424 -0.09 -0.18 -0.03
N -2.19809 0.87795 1.40936 0.19 -0.12 0.06
C -1.96073 -0.09250 2.27464 -0.11 0.08 0.14
N -2.80013 -0.13246 3.32973 0.02 0.03 -0.04
S -0.69698 -1.26620 2.22820 -0.10 -0.14 0.21
C -0.57675 1.64343 -1.69953 0.05 0.13 0.07
C -0.40342 2.65359 -2.64056 -0.04 -0.05 0.04
C 0.50338 2.46392 -3.66799 0.02 0.01 -0.02
C 1.22241 1.28009 -3.73635 -0.01 0.00 0.01
C 0.99346 0.32472 -2.76313 -0.09 -0.01 -0.08
N 0.11198 0.49996 -1.78371 0.13 0.05 -0.25
H -3.18649 2.70327 0.31401 0.02 -0.01 -0.01
H -2.95975 3.04436 -1.41400 0.01 -0.01 -0.02
H -1.94409 3.84349 -0.21007 0.01 -0.01 -0.01
H -3.61657 0.45539 3.30075 0.00 -0.01 0.01
H -2.79524 -0.94008 3.92512 0.01 0.00 -0.01
H -0.96151 3.57406 -2.55622 -0.01 0.01 -0.01
H 0.65366 3.23993 -4.40693 0.00 -0.01 -0.01
H 1.93990 1.09484 -4.52226 0.00 0.01 0.00
H 1.51935 -0.62355 -2.76935 0.00 0.00 0.00
O 1.54159 -0.21640 0.41574 0.09 0.10 0.03
C 2.61156 -0.83755 0.54937 -0.13 0.12 -0.03
C 2.84198 -2.20007 0.23588 0.15 0.01 0.06
C 4.13148 -2.72280 0.46566 -0.11 0.01 -0.04
C 4.38621 -4.02228 0.15595 0.16 -0.08 -0.04
C 3.39398 -4.85983 -0.39030 -0.01 0.04 0.00
C 2.14433 -4.37135 -0.62787 0.00 0.09 0.02
C 1.81718 -3.01822 -0.32353 -0.05 -0.18 -0.01
O 0.62714 -2.60242 -0.56689 0.05 0.24 -0.13
N 5.72937 -4.56414 0.39630 -0.12 -0.03 0.20
O 6.56713 -3.81353 0.85700 0.01 0.03 -0.07
O 5.91373 -5.73799 0.14496 0.00 0.03 -0.08
H 3.45067 -0.25042 0.93609 0.07 -0.07 0.01
H 4.91447 -2.10475 0.88358 0.00 0.01 0.01
H 3.64339 -5.88698 -0.61362 0.02 -0.01 0.00
H 1.36243 -4.99129 -1.04296 0.00 0.00 0.00
B -4.33182 -2.69031 -1.15840 0.14 0.11 0.04
C -2.92225 -2.02638 -0.96110 -0.13 -0.05 -0.12
N -1.88084 -1.53629 -0.83274 0.14 -0.05 0.16
H -5.14546 -1.81335 -0.97683 -0.02 0.01 -0.01
H -4.34500 -3.11665 -2.28943 -0.02 -0.02 -0.01
H -4.39982 -3.56266 -0.32326 -0.01 -0.02 -0.01
```
Forces are in eV/Å.

Results
gap between HOMO and LUMO (alpha / beta)	0.251 / 0.257	Eh
spin multiplicity	5
total energy	-2822.801549	hartree
highest occupied orbital energy (alpha / beta)	-8.408 / -8.425	eV

Atomic partial charges in e from the Mulliken method, atoms 1 to 8:
1 Mn 0.289
2 C -1.685
3 C 0.902
4 N 1.085
5 N -1.286
6 C 0.568
7 N -0.394
8 S -0.562

# 3
C43H43ClN2O2P2SZr | ωB97M-V/def2-TZVPD

The geometry in XYZ format:
```
95
Properties=species:S:1:pos:R:3:forces:R:3
Zr -0.13359 -0.32540 -0.27100 0.05 0.01 -0.05
C 4.55674 4.21100 -0.88255 -0.01 0.03 -0.03
C 3.54351 4.81192 -1.61514 0.02 -0.01 0.01
C 2.24582 4.31770 -1.55486 -0.01 -0.02 0.03
C 1.95461 3.20737 -0.76587 -0.05 0.09 -0.04
C 2.97882 2.61218 -0.02915 0.03 -0.03 0.02
C 4.26981 3.11371 -0.07966 -0.02 -0.05 0.02
P 0.30098 2.45105 -0.68977 -0.01 0.03 0.06
C -0.78264 3.50381 -1.68669 -0.07 0.00 0.06
C -1.76590 4.29622 -1.10254 0.02 0.01 0.02
C -2.62525 5.04068 -1.89945 0.00 0.01 -0.04
C -2.51028 4.99585 -3.28080 0.01 0.00 0.03
C -1.53642 4.19932 -3.87033 0.00 0.01 -0.02
C -0.68302 3.45194 -3.07680 0.06 -0.03 -0.01
C -0.23097 2.49168 1.03266 0.02 0.02 -0.15
C -0.22491 3.56592 1.92422 0.02 0.00 0.03
C -0.65985 3.35180 3.21913 0.00 0.02 -0.01
C -1.07894 2.07810 3.60760 0.00 0.00 0.01
C -1.05840 1.02068 2.71135 0.00 0.00 -0.01
C -0.63566 1.19801 1.38491 -0.01 -0.03 0.04
H 5.56352 4.60428 -0.92556 0.00 0.00 0.00
H 3.75830 5.67695 -2.22828 0.00 0.00 0.00
H 1.46234 4.80471 -2.11977 -0.01 0.00 -0.01
H 2.76373 1.75269 0.59734 -0.01 -0.01 0.00
H 5.05133 2.65501 0.51399 0.01 0.01 -0.01
H -1.87076 4.33061 -0.02579 0.00 0.00 -0.01
H -3.38498 5.65780 -1.43880 0.00 0.00 0.00
H -3.17968 5.57815 -3.89944 0.00 0.00 0.00
H -1.44715 4.15863 -4.94777 0.00 0.00 0.00
H 0.07040 2.82613 -3.54481 -0.01 0.00 0.00
H 0.12009 4.54635 1.61603 0.01 0.00 -0.01
H -0.66784 4.16653 3.93106 -0.01 -0.01 0.01
H -1.40525 1.91622 4.62810 0.00 0.00 0.00
H -1.33732 0.03566 3.07498 -0.01 0.00 0.00
N 0.45059 -2.68239 -0.38496 0.00 0.02 0.03
C 1.76483 -2.98786 0.11546 0.00 0.00 -0.02
C 2.48497 -4.08140 -0.27117 0.00 -0.01 -0.01
C 3.75377 -4.34020 0.29365 -0.01 0.01 0.00
C 4.25810 -3.51552 1.25741 -0.01 0.01 0.00
C 3.53180 -2.37120 1.66803 0.06 0.01 0.04
C 4.00377 -1.47340 2.65552 0.01 -0.03 0.00
C 3.25722 -0.37982 2.97618 -0.04 0.01 -0.02
C 2.04809 -0.15114 2.29085 0.02 0.00 0.03
N 1.57380 -0.95570 1.36092 -0.06 -0.05 0.01
C 2.29211 -2.08736 1.06907 -0.07 0.00 -0.04
H 0.31182 -3.06283 -1.31519 0.01 0.00 0.00
H -0.26305 -3.08434 0.22125 -0.01 -0.01 -0.01
H 2.07011 -4.77135 -0.99719 0.00 0.00 0.00
H 4.30690 -5.21365 -0.02269 0.00 0.00 0.00
H 5.21465 -3.72374 1.71921 0.00 0.00 0.00
H 4.94852 -1.67195 3.14666 0.00 0.01 0.00
H 3.57313 0.32497 3.73183 0.00 0.00 0.00
H 1.46126 0.73057 2.51259 0.01 0.00 0.00
C 2.93741 1.12460 -3.35983 0.02 0.01 -0.01
P 2.83812 -0.38094 -2.40686 -0.07 0.03 0.02
C 4.38623 -0.61469 -1.55282 0.05 -0.03 0.03
C 2.64492 -1.72783 -3.56528 -0.03 -0.06 -0.04
O 1.68096 -0.37041 -1.41723 0.05 0.07 0.00
H 3.74855 1.04629 -4.08532 0.00 -0.01 0.00
H 3.12247 1.97243 -2.69990 0.00 -0.01 -0.02
H 1.99997 1.27723 -3.89628 0.00 0.01 0.01
H 5.21284 -0.63875 -2.26407 0.00 0.00 0.00
H 4.35585 -1.55867 -1.00518 0.01 0.01 0.00
H 4.53880 0.20941 -0.85578 0.00 0.01 0.01
H 3.45906 -1.72655 -4.29066 0.00 -0.01 0.00
H 1.69822 -1.61617 -4.09544 0.01 0.00 0.00
H 2.65116 -2.67753 -3.02911 0.01 0.00 0.00
O -1.65798 -1.51284 0.74281 -0.01 -0.02 0.02
S -3.08783 -1.11414 1.20136 0.04 0.03 -0.01
C -3.33393 -2.00661 2.70736 0.01 -0.02 -0.01
C -3.79218 -1.26543 3.78694 0.00 -0.01 0.02
C -4.02391 -1.91244 4.99430 0.00 0.02 0.00
C -3.78374 -3.27237 5.10421 0.00 -0.01 0.00
C -3.31814 -4.00230 4.01290 0.01 -0.01 0.00
C -3.09737 -3.37387 2.80200 -0.01 0.02 0.02
C -4.14864 -1.99769 0.08701 0.01 -0.03 -0.02
C -3.69778 -3.09731 -0.62816 -0.02 0.00 0.00
C -4.58383 -3.75685 -1.46555 0.00 0.01 0.01
C -5.89645 -3.31510 -1.57671 0.01 -0.02 -0.01
C -6.32950 -2.20875 -0.86022 -0.01 0.02 0.01
C -5.45104 -1.53458 -0.02500 0.00 -0.01 -0.01
H -3.96618 -0.20100 3.68570 0.00 0.00 0.00
H -4.38985 -1.35250 5.84381 0.00 0.00 0.00
H -3.96412 -3.77535 6.04470 0.00 0.00 0.00
H -3.14310 -5.06528 4.10826 0.00 0.00 0.00
H -2.76097 -3.93836 1.94212 0.00 0.00 -0.01
H -2.67199 -3.42806 -0.53539 0.00 0.00 0.00
H -4.25236 -4.61796 -2.03017 0.00 0.00 0.00
H -6.58407 -3.83413 -2.23051 0.00 0.00 0.00
H -7.34959 -1.86394 -0.95809 0.00 0.01 0.00
H -5.77576 -0.66109 0.52763 0.00 0.00 0.00
Cl -2.37064 0.59440 -1.44881 -0.02 -0.05 0.01
C -1.33262 -0.71016 -2.17833 -0.03 0.01 0.03
H -0.99539 -0.32669 -3.13986 0.02 0.00 0.01
H -1.97920 -1.57295 -2.32449 0.00 0.00 0.00
```
Forces are in eV/Å.

Results
gap between HOMO and LUMO	0.283	Eh
relative energy (zero: lowest compared OMol25 entry of this formula, charge and spin)	45.4	kcal per mole
total energy	-3512.217210	hartree
total charge	+2
highest occupied orbital energy	-13.014	eV

Atomic partial charges in e from the Mulliken method, atoms 1 to 8:
1 Zr -1.157
2 C -0.717
3 C -0.698
4 C -0.606
5 C -0.161
6 C -0.090
7 C -0.528
8 P 2.725

# 4
C10H31NOP2Sr | ωB97M-V/def2-TZVPD

The geometry in XYZ format:
```
46
Properties=species:S:1:pos:R:3:forces:R:3
Sr -1.00038 -0.07508 -1.28055 2.51 0.02 0.17
H -3.37410 -0.53670 -1.62920 -0.48 0.95 -0.08
H -3.41125 0.23150 -1.63075 -0.35 -0.98 -0.06
P 0.49107 -2.55459 -1.47278 -1.08 0.02 0.01
P 0.49708 2.38141 -1.42812 -1.09 -0.12 0.04
C 0.62377 3.36836 0.11717 0.12 0.19 0.01
H 0.77767 4.43347 -0.10250 0.01 -0.13 0.23
H -0.29806 3.24333 0.70509 0.23 0.04 -0.18
H 1.45827 2.97877 0.71301 -0.10 0.20 -0.09
C 1.84560 3.04209 -2.46003 0.26 -0.33 -0.15
H 1.71906 2.60863 -3.47078 0.14 0.23 0.50
H 1.84544 4.14416 -2.50566 -0.01 -0.38 0.04
H 2.79839 2.66918 -2.03977 -0.39 0.21 -0.28
C -0.97799 3.23924 -2.17373 0.37 0.48 -0.12
H -1.85874 3.11230 -1.52820 0.17 0.09 -0.03
H -0.77159 4.30891 -2.30051 -0.36 0.02 -0.12
H -1.19451 2.78338 -3.14776 0.09 0.14 0.11
C 1.93941 -3.19047 -2.37577 0.42 0.34 -0.18
H 1.94350 -4.28772 -2.48501 -0.10 0.36 0.10
H 1.94288 -2.71148 -3.37354 0.03 -0.21 0.50
H 2.84890 -2.86144 -1.83961 -0.38 -0.15 -0.29
C 0.44327 -3.61005 0.03514 0.12 -0.21 -0.01
H -0.52743 -3.48045 0.53532 0.22 -0.04 -0.14
H 0.58978 -4.67194 -0.19828 0.01 0.09 0.18
H 1.22417 -3.26741 0.72297 -0.07 -0.17 -0.06
C -0.89365 -3.36085 -2.41566 0.33 -0.40 -0.11
H -0.99701 -2.85498 -3.38238 0.07 -0.11 0.12
H -0.69232 -4.42663 -2.57314 -0.27 -0.02 -0.12
H -1.83838 -3.24964 -1.86603 0.14 -0.09 -0.01
H 0.39483 -0.10014 -3.06078 -0.56 0.01 -0.50
H 1.36729 -0.07047 -1.00631 0.22 0.00 0.59
C -0.15741 0.25255 4.72951 -0.53 0.11 0.48
N -0.86717 0.25554 3.44512 0.34 -0.06 -0.11
C -2.31582 0.42431 3.38924 -0.37 0.15 1.28
C -0.26479 0.07721 2.26032 -1.66 0.05 -1.74
C 1.20141 -0.09590 2.12609 0.10 -0.05 0.43
O -1.01557 0.06971 1.23218 0.96 -0.03 1.15
H -0.93054 0.40817 5.51254 0.66 -0.12 -0.44
H 0.56628 1.08559 4.80714 -0.27 -0.50 -0.09
H 0.32959 -0.72060 4.93013 -0.14 0.55 -0.15
H -2.59309 1.34578 2.85040 0.08 -0.59 -0.02
H -2.80913 -0.47336 2.98254 0.19 0.53 -0.10
H -2.65437 0.54184 4.43938 0.06 -0.05 -0.65
H 1.37377 -1.05075 1.59149 0.12 0.70 0.21
H 1.57180 0.73274 1.49375 -0.02 -0.64 0.19
H 1.65007 -0.08752 3.12832 0.26 -0.08 -0.51
```
Forces are in eV/Å.

Results
gap between HOMO and LUMO	0.180	Eh
relative energy (zero: lowest compared OMol25 entry of this formula, charge and spin)	0.0	kcal per mole
total energy	-1242.825730	hartree
highest occupied orbital energy	-4.732	eV

Atomic partial charges in e from the Mulliken method, atoms 1 to 8:
1 Sr 0.021
2 H 0.004
3 H 0.089
4 P 0.665
5 P 0.667
6 C -1.284
7 H 0.426
8 H 0.241

> Which of these has the lowest total energy?

C43H43ClN2O2P2SZr